CHF4N2O | the ωB97M-V functional and the def2-TZVPD basis

Element x y z (Å)
N1 2.8165 0.4587 -0.1054
F1 2.1979 -2.3388 -0.6457
F2 0.1535 -2.1347 -0.2236
F3 3.0571 1.0748 1.0486
C1 1.2673 -0.3148 0.2227
H1 -0.5959 0.1655 0.5666
N2 1.3748 -1.5301 -0.1921
F4 2.4011 1.4480 -0.9144
O1 0.3789 0.4316 0.7042

Forces on atoms 1 to 6 (eV/Å):
N -2.38 -1.84 0.53
F 3.24 -0.86 -1.08
F -0.12 -0.34 0.15
F 0.23 0.36 0.70
C 5.90 1.63 -1.39
H 1.47 0.25 0.38

- Molecular weight: 133.02 u
- Charge: +1
- Highest occupied orbital energy: -16.9 eV
- Relative energy (zero: lowest compared OMol25 entry of this formula, charge and spin): 7.652 eV
- Energy: -16931.961 eV

Here are the Löwdin charges for atoms 1 to 2, given in e:
1 N 0.061
2 F 0.293

C42H56BaClN6O2S2 | the ωB97M-V functional and the def2-TZVPD basis

Element x y z (Å)
H1 3.4826 2.2098 -2.4158
S1 -0.0407 -4.2205 -3.7635
H2 -5.7676 6.0521 -1.8589
C1 -1.8226 -1.2234 2.4217
H3 3.1451 -1.8634 2.5759
H4 -1.0661 2.3878 -2.9195
C2 -1.9845 1.8569 -2.7272
H5 -5.1809 -2.6700 -4.3288
H6 1.4448 0.7654 -2.7466
H7 3.0761 0.6357 -0.4616
H8 -5.4882 1.4521 -6.6916
C3 -4.1397 4.7477 -5.0989
O1 -7.1237 0.6707 -4.5689
C4 -5.3060 1.8549 -5.6936
H9 -1.3597 -0.0885 5.2289
H10 -3.0096 -0.2373 -4.6142
H11 -1.1871 -3.3184 2.3525
S2 5.0335 -2.4849 -0.3818
H12 -5.6721 0.7618 1.6802
C5 -6.0696 3.1931 -5.5661
C6 1.4976 2.4032 -1.6201
H13 -6.9208 -1.3953 -6.0840
H14 -0.9011 1.4269 4.4713
C7 3.0025 2.5146 -1.4810
H15 2.0712 3.3271 4.4871
C8 -3.4155 -2.4580 0.7891
H16 3.5018 -0.2899 1.8568
N1 1.9782 1.7644 1.5118
H17 -3.4374 0.0311 -6.3069
C9 -5.3835 4.2466 -4.7228
C10 -5.7007 0.7642 -4.6784
Ba1 -0.0730 -0.3107 0.2410
H18 -1.9745 -2.8436 3.8524
C11 -2.9763 -1.2399 1.5662
H19 -6.3872 -1.6068 -3.5980
H20 -2.2207 -1.9296 -1.7956
H21 -2.5086 6.0690 -4.6262
C12 -5.9645 4.7436 -3.5616
H22 -5.8426 -0.4816 -7.1620
H23 -5.7918 2.1771 -3.0755
C13 -4.0616 6.1319 -3.1510
H24 -4.2357 2.0442 -5.6084
C14 1.5411 -4.0439 -3.1467
C15 -2.0711 -2.6963 -2.5529
H25 3.2563 3.5636 -1.3144
Cl1 -3.2170 7.2797 -2.1539
H26 2.3633 -4.6230 -3.5419
H27 -4.0111 -3.1369 1.4112
H28 0.0359 -0.0453 4.1651
N2 -3.9672 1.2307 -2.8454
H29 -6.1959 3.6019 -6.5708
H30 -5.3263 -0.3637 0.3723
H31 -3.6745 4.3961 -6.0150
C16 3.6664 -1.9517 0.5132
C17 3.5271 1.6240 -0.3433
H32 -5.8742 0.5049 -2.5546
H33 -4.0380 -2.2016 -0.0766
H34 -7.4997 0.5610 -5.4488
H35 4.6076 1.5090 -0.4313
H36 -6.9481 4.3950 -3.2621
C18 2.4078 3.0109 3.5089
C19 -1.2913 -2.4942 3.0672
H37 -2.6904 -3.5582 -2.2997
C20 4.0155 -2.9987 -1.6511
C21 -5.8770 -1.1721 -6.3166
H38 -4.4492 2.2138 3.2974
C22 -3.3703 0.5214 -1.8857
C23 -5.1247 -0.6418 -5.0855
O2 1.0784 1.0498 -1.9022
C24 -3.3799 2.1507 3.0726
C25 -3.6315 -0.5988 -5.4359
H39 -3.8758 -0.2140 -1.2730
N3 -2.1044 0.8843 -1.7779
C26 4.0239 2.9688 1.7460
C27 -4.8935 0.4354 0.9844
N4 2.5353 -2.1507 -0.1049
C28 -0.6245 -3.0773 -2.6148
C29 -3.6649 -0.0329 1.7209
H40 -2.4135 -2.3104 -3.5152
H41 -2.5615 -3.0391 0.4241
C30 -5.3567 -1.6565 -3.9568
H42 -0.3159 -2.3469 3.5455
C31 -3.4759 5.6851 -4.3254
H43 -4.6816 1.2921 0.3303
H44 4.9852 3.2477 1.3296
H45 -3.2987 -1.6117 -5.6863
C32 1.5487 -3.1454 -2.1326
N5 0.3114 -2.6065 -1.8374
C33 3.1734 2.1378 1.0266
C34 -0.9764 0.3486 4.3000
H46 1.0176 2.6544 -0.6771
C35 1.6113 2.1937 2.7302
C36 -1.8749 0.0188 3.1358
H47 1.1286 3.0971 -2.3766
C37 3.7966 -1.3407 1.8752
C38 -5.3101 5.6783 -2.7669
N6 -3.0884 2.0972 -3.3946
C39 -5.3707 1.1879 -3.2343
H48 4.8200 -1.4023 2.2413
H49 -7.0697 3.0052 -5.1754
H50 -3.1863 2.8663 2.2641
H51 4.4210 -3.4516 -2.5449
C40 2.7186 -2.7613 -1.3312
H52 -5.4147 -2.1056 -6.6450
H53 -2.8409 2.4976 3.9572
C41 3.6376 3.4074 3.0022
H54 4.2903 4.0473 3.5839
H55 -4.6835 -1.4962 -3.1121
H56 0.6344 1.8790 3.0804
C42 -2.9809 0.7482 2.6902

Forces on atoms 1 to 6 (eV/Å):
H -0.04 0.06 -0.02
S -0.08 0.03 0.02
H 0.03 -0.02 -0.06
C -0.57 -0.26 0.51
H 0.01 -0.02 0.00
H -0.08 -0.02 -0.02

- Molecular weight: 913.87 u
- Charge: +1
- Highest occupied orbital energy: -8.5 eV
- Relative energy (zero: lowest compared OMol25 entry of this formula, charge and spin): 1.373 eV
- Energy: -92383.445 eV

Here are the Löwdin charges for atoms 1 to 2, given in e:
1 H 0.123
2 S 1.103

C3H6Si | the ωB97M-V functional and the def2-TZVPD basis

Element x y z (Å)
C1 0.3146 0.8710 -0.1988
H1 1.0067 -0.3425 1.5432
H2 -1.9010 -0.2198 1.5108
H3 0.6776 1.6087 -0.8882
H4 2.1876 -0.2023 0.1832
H5 0.4501 -1.1583 -1.4014
Si1 -1.4965 -0.0115 0.1281
H6 -2.5321 0.2414 -0.8581
C2 0.1451 -0.6410 -0.5061
C3 1.1479 -0.1456 0.4874

Forces on atoms 1 to 6 (eV/Å):
C -2.47 -1.10 0.40
H 0.02 -0.01 0.12
H -0.16 -0.09 0.24
H -0.02 0.13 -0.14
H -0.01 -0.03 -0.08
H -0.05 0.01 -0.09

- Molecular weight: 70.17 u
- Highest occupied orbital energy: -9.0 eV
- Relative energy (zero: lowest compared OMol25 entry of this formula, charge and spin): 0.712 eV
- Energy: -11082.934 eV

Here are the Löwdin charges for atoms 1 to 2, given in e:
1 C -0.285
2 H 0.077

C43H104CdNO19 | the ωB97M-V functional and the def2-TZVPD basis

Element x y z (Å)
H1 2.7074 3.2678 0.3847
H2 5.0003 -0.3962 4.2709
H3 2.6245 6.3944 0.7401
H4 3.9797 1.7899 -2.3170
H5 5.3851 0.7268 -2.0843
H6 2.1686 -1.9858 6.9318
H7 4.3249 -1.3115 -3.3906
H8 -6.0957 2.7538 0.8185
C1 2.3251 4.2370 0.0643
H9 2.1685 -2.0369 0.1566
H10 0.3797 -2.3362 1.4778
H11 0.3775 6.1709 2.4881
O1 0.8927 4.2864 0.1232
H12 0.4212 1.4051 2.3560
C2 3.0759 2.5552 4.7129
H13 2.8223 -2.0053 -4.1653
H14 2.5775 4.5672 6.8758
C3 -0.4720 6.1052 3.1678
O2 -1.1826 2.9005 -1.8166
H15 5.4865 -2.3156 5.5825
O3 -3.8593 -7.0357 -0.7335
H16 -1.2699 1.1199 2.1719
H17 -0.7300 -3.3380 -2.1117
O4 -3.2568 1.5559 -3.5402
C4 -1.3426 3.3288 -5.9944
H18 5.0463 -2.0813 0.2993
C5 -0.2012 -1.4476 1.7251
C6 -0.4538 -1.1994 -1.4990
C7 -5.6101 0.0056 -0.5270
C8 -1.2961 3.0404 -3.1133
C9 -0.8786 -2.6560 -1.2745
H19 0.4766 3.7310 -0.5402
C10 0.3695 -2.0535 6.7468
C11 -2.3636 2.5297 -5.3324
H20 -4.1597 1.3502 1.9810
C12 5.6030 -2.4766 -0.5503
H21 -0.7338 0.2207 -3.0043
C13 -3.5055 -4.2243 -4.1994
C14 -0.3288 1.1101 1.6221
O5 7.5579 -1.6205 0.4471
O6 -3.4150 2.7846 0.7788
O7 -4.6557 -6.1726 -3.1968
H22 -4.4137 -1.5269 -1.5629
H23 -0.3398 4.0279 3.5256
H24 -2.4988 -4.6405 -4.1606
C15 4.3066 -1.2323 4.1830
H25 -2.7770 0.4839 -7.5428
H26 -0.5307 -1.4462 -3.6506
H27 -5.7998 -0.9564 -2.5461
C16 -4.3845 -4.7719 -3.1150
H28 1.5077 -2.1785 -2.0701
H29 1.2637 2.4900 5.9414
H30 3.9523 -3.0794 5.2743
H31 3.7716 3.3733 4.5260
H32 4.8920 1.3903 -0.7035
C17 -3.0885 -0.2816 4.4475
O8 0.3539 4.9862 -5.6462
C18 -5.4471 -1.1813 -1.5395
O9 -1.1602 3.5578 -7.1905
H33 -3.0401 -6.4767 1.6809
H34 -2.0609 -0.9096 -3.0437
O10 5.7436 3.1095 -3.4851
O11 -4.2980 0.4251 4.6328
H35 3.8689 -2.2985 -6.2042
O12 -4.4729 -0.0102 -5.7863
H36 -4.0538 0.8409 -5.6398
H37 -1.2541 -1.7273 1.6915
H38 0.2033 -1.2272 2.7130
H39 -2.9889 -0.6984 5.4497
H40 -3.3716 -1.1073 2.5810
C19 -2.5803 -6.5657 -0.5004
C20 -2.3249 2.3246 -3.9831
H41 -3.9227 -4.6218 -2.1392
C21 1.1672 -1.2189 -1.6812
C22 -5.5790 3.1072 1.7108
H42 -2.2381 0.3479 4.1854
H43 2.5686 4.4337 -0.9798
H44 7.4283 -3.2701 -0.8950
H45 5.6993 -1.6408 -1.2433
H46 4.0766 5.3040 0.7965
H47 -0.2276 2.0340 1.0528
H48 -0.5120 -3.0733 -0.3367
C23 1.5708 -0.0389 0.4828
H49 3.0903 -0.8057 -0.7873
H50 4.5992 -1.7534 3.2714
C24 5.7156 2.8877 -2.0788
H51 6.4584 2.6479 -3.9296
C25 4.9074 1.6519 -1.7615
H52 -5.4509 1.1532 -1.9832
H53 -1.8514 -7.3735 -0.4350
H54 -0.4073 -2.7720 6.4850
H55 -2.1934 -5.8618 -1.2372
C26 -0.9869 -0.8316 -2.8746
H56 -3.6385 2.7052 2.7622
H57 -3.5213 -3.1620 -3.9559
H58 -3.9689 -2.1373 3.7317
H59 -4.0357 -7.7903 -0.1669
H60 -4.0653 -1.9487 -6.1340
H61 -1.9404 -2.7009 -1.0319
H62 -0.1473 6.5688 4.0993
H63 -5.2993 -0.3364 0.4602
H64 6.7380 2.7758 -1.7177
C27 4.5413 -2.0557 -5.3814
N1 -0.7224 -0.2936 -0.4530
H65 1.7695 0.9607 0.0961
C28 2.0476 3.1771 5.6227
C29 -1.0854 4.7479 3.1885
H66 6.7611 -3.5847 0.7459
H67 -3.1692 2.1018 -5.9107
H68 -2.2751 -2.1443 3.4742
H69 -2.5522 -1.3268 -8.0368
C30 -3.6029 -0.9656 -6.2232
O13 -2.1624 -0.0143 -0.3610
Cd1 -2.9908 1.8777 -1.0702
H70 5.1010 -3.3329 -1.0005
H71 -6.2705 2.9518 2.5389
H72 1.0921 -0.1140 6.0665
H73 -1.9837 4.6800 3.8020
H74 3.2829 -0.8941 4.0226
C31 -3.1228 -1.4672 3.5794
H75 -4.0028 -0.4369 -8.2421
H76 -6.6676 0.2668 -0.5678
H77 4.3171 -0.5766 6.7204
C32 0.0717 -0.2093 0.8248
C33 4.4345 -2.1083 5.3865
O14 1.5474 -2.7114 7.0280
H78 2.8322 5.1986 1.9938
C34 2.9986 5.3891 0.9335
O15 -4.9627 1.0937 -1.1588
C35 2.1080 -1.1283 -0.4425
H79 8.3808 -1.8972 0.8570
C36 -3.1482 -0.5405 -7.5734
H80 3.7163 1.7841 5.1411
H81 -2.7673 -1.0042 -5.5244
H82 2.5673 2.1491 3.8385
O16 -1.3368 4.4213 1.8705
C37 -4.1737 2.4325 1.8527
H83 2.1604 -0.1722 1.3898
H84 5.4666 -1.0419 -6.7608
H85 -4.5956 -6.5045 -2.2980
H86 -5.3984 4.1709 1.5557
H87 3.4690 -0.3646 -4.5180
C38 -0.3343 4.1546 -5.0792
H88 -2.9163 3.5327 1.1154
H89 -1.2551 6.6596 2.6506
H90 -1.8268 -5.3461 1.0617
H91 -0.5464 4.1697 1.3872
C39 -0.3446 3.8618 -3.6409
O17 2.8360 3.6610 6.6926
H92 -3.3839 -4.9888 0.7096
H93 1.2621 -1.4455 4.8883
C40 -2.7523 -5.8699 0.8224
H94 5.1652 3.7685 -1.7481
H95 1.6626 4.0694 5.1291
H96 -0.0708 -1.5285 7.5945
H97 -6.0823 -2.0364 -1.3082
H98 -0.3200 -0.8013 5.3222
H99 5.1672 -2.8831 -5.0472
H100 -4.2094 0.9282 5.4456
O18 5.4220 -0.9832 -5.8036
C41 0.6662 -1.0528 5.7122
O19 3.8989 -1.4177 6.5224
C42 3.7205 -1.4011 -4.2932
H101 -5.3265 -4.2833 -2.8660
H102 0.4324 4.2966 -3.0297
C43 6.9245 -2.8375 -0.0307
H103 -3.9717 -4.3401 -5.1779
H104 1.5351 -0.6187 -2.5134

Forces on atoms 1 to 6 (eV/Å):
H 0.04 -0.07 -0.01
H -0.23 0.27 0.00
H 0.07 -0.16 -0.42
H -0.40 -0.46 0.66
H 0.24 0.11 -0.89
H 1.19 -0.39 0.28

- Molecular weight: 1051.71 u
- Charge: -1
- Highest occupied orbital energy: -4.1 eV
- Energy: -91226.829 eV

Here are the Löwdin charges for atoms 1 to 2, given in e:
1 H 0.094
2 H 0.077